*i*
A cluster of 2 separate species, C3H10NO in total. Source: the Open Molecules 2025 dataset; level of theory: the ωB97M-V functional and the def2-TZVPD basis.

Calculated values
Gap between HOMO and LUMO in eV: 10.45
Highest occupied orbital energy in eV: -15.464
Total charge: +1

Element x y z (Å)
C1 -1.436 1.507 -1.091
O1 -1.700 0.360 -0.294
H1 -1.035 2.339 -0.520
H2 -0.808 1.189 -1.924
H3 -2.318 1.814 -1.654
H4 -2.594 0.173 0.021
C2 1.280 -1.394 -0.276
C3 1.107 -0.282 1.806
N1 0.631 -0.438 0.628
H5 2.270 -1.609 0.120
H6 1.515 -0.936 -1.223
H7 0.670 -2.271 -0.438
H8 1.795 -1.033 2.176
H9 0.974 0.675 2.297
H10 -0.351 -0.093 0.373

*ii*
A cluster of 2 separate species, C3H10NO in total. Source: the Open Molecules 2025 dataset; level of theory: the ωB97M-V functional and the def2-TZVPD basis.

Calculated values
Gap between HOMO and LUMO in eV: 4.88
Highest occupied orbital energy in eV: -13.319
Total charge: +1

Element x y z (Å)
C1 -0.290 1.570 1.871
C2 0.579 -0.946 -0.545
C3 0.109 -1.152 -1.907
O1 1.387 -1.033 -2.577
N1 -1.337 0.586 1.627
H1 -0.590 2.555 1.511
H2 0.615 1.322 1.333
H3 0.744 -1.796 0.106
H4 1.021 0.036 -0.417
H5 -0.569 -0.415 -2.332
H6 -0.321 -2.133 -2.092
H7 2.147 -1.070 -1.969
H8 -0.077 1.674 2.928
H9 -1.165 -0.182 0.991
H10 -2.253 0.983 1.472

What should be chosen as the most stable of them? Choose *i*.

*i*
The ion C5H15N2 with charge +1. Source: the Open Molecules 2025 dataset; level of theory: the ωB97M-V functional and the def2-TZVPD basis.

Calculated values
Gap between HOMO and LUMO in eV: 9.46
Highest occupied orbital energy in eV: -13.073
Total charge: +1

Element x y z (Å)
N1 -1.808 -0.779 -1.004
C1 -1.480 -1.503 0.362
C2 -0.083 -1.280 0.894
C3 0.021 0.171 1.457
C4 0.331 1.289 0.359
C5 0.578 0.994 -1.143
N2 2.029 0.771 -1.161
H1 -2.325 0.110 -0.754
H2 -2.379 -1.428 -1.416
H3 -2.276 -1.163 1.034
H4 -1.540 -2.585 0.324
H5 0.712 -1.692 0.237
H6 0.068 -1.986 1.752
H7 -0.753 0.356 2.150
H8 0.887 0.240 2.115
H9 0.811 2.124 0.982
H10 -0.615 1.824 0.302
H11 0.325 1.891 -1.813
H12 0.066 0.113 -1.407
H13 2.506 0.828 -2.087
H14 2.470 0.053 -0.498
H15 2.458 1.653 -0.687

*ii*
The ion C5H15N2 with charge +1. Source: the Open Molecules 2025 dataset; level of theory: the ωB97M-V functional and the def2-TZVPD basis.

Calculated values
Gap between HOMO and LUMO in eV: 11.01
Highest occupied orbital energy in eV: -13.662
Total charge: +1

Element x y z (Å)
C1 1.354 -0.806 -1.082
N1 0.582 -0.761 0.095
C2 -0.451 -2.170 0.314
N2 -0.002 0.523 0.287
C3 0.854 1.621 0.003
C4 -1.176 0.751 -0.728
C5 -0.517 0.556 1.662
H1 2.383 -0.503 -0.921
H2 1.291 -1.726 -1.635
H3 0.982 -0.173 -1.833
H4 -0.284 -2.871 -0.531
H5 -0.248 -2.536 1.289
H6 -1.524 -1.963 0.364
H7 1.931 1.628 0.411
H8 0.896 1.827 -1.062
H9 0.561 2.472 0.431
H10 -1.054 1.838 -1.095
H11 -1.018 -0.067 -1.494
H12 -2.078 0.438 -0.276
H13 -0.995 -0.498 1.755
H14 0.305 0.652 2.340
H15 -1.173 1.370 1.831

*iii*
A cluster of 2 separate species, C5H15N2 in total. Source: the Open Molecules 2025 dataset; level of theory: the ωB97M-V functional and the def2-TZVPD basis.

Calculated values
Gap between HOMO and LUMO in eV: 5.03
Highest occupied orbital energy in eV: -12.481
Total charge: +1

Element x y z (Å)
C1 0.629 -0.122 -0.385
C2 -0.677 -0.223 0.341
C3 -1.534 0.942 0.394
C4 -2.822 0.678 -0.557
C5 -3.757 -0.370 0.081
N1 5.529 -0.930 -0.473
N2 1.787 0.390 0.329
H1 0.883 -1.114 -0.786
H2 0.569 0.532 -1.276
H3 4.549 -0.880 -0.174
H4 -0.598 -0.907 1.179
H5 -1.054 1.824 -0.048
H6 -1.958 1.239 1.361
H7 -3.338 1.613 -0.816
H8 -2.313 0.310 -1.438
H9 -4.211 -1.074 -0.612
H10 -2.956 -0.966 0.539
H11 6.082 -0.526 0.284
H12 -4.345 0.067 0.888
H13 5.789 -1.911 -0.421
H14 1.802 1.406 0.332
H15 1.944 0.019 1.260

What should be chosen as the most stable of them? Choose *i*.

*i*
A cluster of 2 separate species, C5H15N2 in total. Source: the Open Molecules 2025 dataset; level of theory: the ωB97M-V functional and the def2-TZVPD basis.

Calculated values
Gap between HOMO and LUMO in eV: 5.31
Highest occupied orbital energy in eV: -13.635
Total charge: +1

Element x y z (Å)
C1 2.736 -0.513 -0.314
C2 1.438 0.119 0.171
C3 0.704 -0.721 1.195
C4 -0.694 -0.284 1.441
C5 -1.767 -0.773 0.114
N1 -2.578 0.239 -0.080
N2 -0.933 1.785 -1.941
H1 2.728 -1.504 -0.765
H2 3.370 -0.616 0.573
H3 3.315 0.183 -0.921
H4 0.767 0.508 -0.596
H5 1.192 -0.609 2.173
H6 0.780 -1.780 0.944
H7 -0.805 0.796 1.389
H8 -1.245 -0.670 2.290
H9 -1.028 -1.024 -0.662
H10 -2.269 -1.687 0.447
H11 -3.567 -0.067 -0.010
H12 -1.596 1.126 -1.565
H13 -1.282 2.695 -1.632
H14 -1.030 1.783 -2.959
H15 1.764 1.015 0.709

*ii*
A structure of composition C5H15N2. Source: the Open Molecules 2025 dataset; level of theory: the ωB97M-V functional and the def2-TZVPD basis.

Calculated values
Gap between HOMO and LUMO in eV: 8.55
Highest occupied orbital energy in eV: -11.956
Total charge: +1

Element x y z (Å)
C1 0.382 -0.624 2.020
C2 -0.143 0.488 1.087
C3 0.582 0.577 -0.224
C4 -0.070 -0.626 -1.479
N1 -1.460 -0.387 -1.711
C5 -1.746 0.982 -2.100
N2 1.871 -0.663 1.917
H1 -0.032 -1.585 1.718
H2 0.101 -0.489 3.062
H3 -1.220 0.331 0.955
H4 -0.054 1.432 1.628
H5 0.990 -0.303 -0.579
H6 1.111 1.477 -0.482
H7 0.043 -1.708 -1.381
H8 0.482 -0.352 -2.379
H9 -1.954 -0.608 -0.852
H10 -2.816 1.077 -2.287
H11 -1.267 1.219 -3.048
H12 -1.469 1.723 -1.342
H13 2.313 0.028 2.518
H14 2.051 -0.413 0.913
H15 2.303 -1.575 2.047

*iii*
The ion C5H15N2 with charge +1. Source: the Open Molecules 2025 dataset; level of theory: the ωB97M-V functional and the def2-TZVPD basis.

Calculated values
Gap between HOMO and LUMO in eV: 10.64
Highest occupied orbital energy in eV: -13.550
Total charge: +1

Element x y z (Å)
C1 -2.014 1.876 -0.593
C2 -2.143 0.314 -0.733
C3 -1.002 -0.399 -1.397
N1 0.349 -0.089 -0.726
C4 0.601 -0.987 0.425
C5 1.343 -0.319 1.575
N2 2.789 -0.506 1.371
H1 -1.434 2.200 -1.456
H2 -3.029 2.254 -0.634
H3 -1.499 2.189 0.316
H4 -3.004 0.180 -1.399
H5 -2.448 -0.106 0.240
H6 -1.092 -0.352 -2.482
H7 -1.102 -1.479 -1.218
H8 0.344 0.910 -0.507
H9 1.099 -0.183 -1.414
H10 -0.384 -1.227 0.851
H11 0.921 -1.927 -0.028
H12 1.065 0.742 1.483
H13 1.015 -0.629 2.564
H14 3.008 -1.456 1.640
H15 3.335 0.111 1.952

What should be chosen as the most stable of them? Choose *iii*.

*i*
An isolated molecule of C5H6O2. Source: the Open Molecules 2025 dataset; level of theory: the ωB97M-V functional and the def2-TZVPD basis.

Calculated values
Gap between HOMO and LUMO in eV: 11.19
Highest occupied orbital energy in eV: -10.365

Element x y z (Å)
C1 -0.540 2.284 -0.270
C2 -0.327 1.142 0.042
C3 -0.189 -0.238 0.534
C4 -1.385 -1.090 0.128
O1 0.978 -0.943 0.071
C5 2.046 -0.271 -0.405
O2 2.999 -0.841 -0.855
H1 -0.734 3.303 -0.529
H2 -0.128 -0.178 1.627
H3 -1.385 -1.216 -0.958
H4 -2.322 -0.610 0.427
H5 -1.293 -2.070 0.602
H6 1.943 0.824 -0.349

*ii*
A cluster of 2 separate species, C5H6O2 in total. Source: the Open Molecules 2025 dataset; level of theory: the ωB97M-V functional and the def2-TZVPD basis.

Calculated values
Gap between HOMO and LUMO in eV: 8.37
Highest occupied orbital energy in eV: -9.046

Element x y z (Å)
C1 -0.925 -0.297 2.277
C2 -1.705 -0.001 1.250
C3 -1.874 0.421 0.039
O1 -2.197 0.771 -1.037
H1 0.161 -0.186 2.214
H2 -1.335 -0.665 3.217
C4 1.113 0.235 -1.741
C5 1.145 -0.306 -0.342
O2 1.640 0.267 0.603
H3 1.685 -0.429 -2.399
H4 1.537 1.240 -1.765
H5 0.081 0.253 -2.111
H6 0.675 -1.304 -0.205

What should be chosen as the most stable of them? Choose *i*.

*i*
An isolated molecule of C5H6O2. Source: the Open Molecules 2025 dataset; level of theory: the ωB97M-V functional and the def2-TZVPD basis.

Calculated values
Gap between HOMO and LUMO in eV: 8.89
Highest occupied orbital energy in eV: -8.696

Element x y z (Å)
O1 1.138 2.075 0.467
C1 0.637 0.994 0.251
C2 1.514 -0.213 -0.137
O2 0.706 -1.162 -0.872
C3 -0.189 -0.511 -1.593
C4 -1.456 -0.269 0.971
C5 -0.850 0.767 0.363
H1 1.911 -0.736 0.743
H2 2.342 0.135 -0.763
H3 -0.881 -1.309 -1.962
H4 -0.914 -1.158 1.300
H5 -2.532 -0.260 1.158
H6 -1.427 1.646 0.072

*ii*
A structure of composition C5H6O2. Source: the Open Molecules 2025 dataset; level of theory: the ωB97M-V functional and the def2-TZVPD basis.

Calculated values
Gap between HOMO and LUMO in eV: 7.79
Highest occupied orbital energy in eV: -9.315

Element x y z (Å)
C1 -0.767 -0.765 -0.384
C2 -0.150 0.383 0.303
O1 0.959 0.236 -0.526
C3 1.643 -1.362 -0.011
O2 1.981 -1.372 1.156
C4 -0.842 1.667 0.189
C5 -1.414 2.720 0.089
H1 -1.164 -1.639 0.129
H2 0.620 -1.857 -0.318
H3 -1.035 -0.622 -1.424
H4 0.091 0.150 1.350
H5 2.313 -1.445 -0.880
H6 -1.909 3.663 0.008

What should be chosen as the most stable of them? Choose *i*.

*i*
An isolated molecule of C5H6O2. Source: the Open Molecules 2025 dataset; level of theory: the ωB97M-V functional and the def2-TZVPD basis.

Calculated values
Gap between HOMO and LUMO in eV: 10.79
Highest occupied orbital energy in eV: -10.221

Element x y z (Å)
C1 1.585 0.099 -0.857
C2 0.714 -0.104 0.387
C3 -0.444 -0.993 0.231
C4 -1.624 -0.404 0.334
C5 -1.524 1.054 0.575
O1 -2.487 1.788 0.634
O2 -0.187 1.354 0.677
H1 1.878 1.138 -0.771
H2 2.514 -0.500 -0.920
H3 1.012 -0.059 -1.776
H4 1.367 -0.484 1.218
H5 -0.208 -2.029 0.032
H6 -2.595 -0.859 0.236

*ii*
A cluster of 2 separate species, C5H6O2 in total. Source: the Open Molecules 2025 dataset; level of theory: the ωB97M-V functional and the def2-TZVPD basis.

Calculated values
Gap between HOMO and LUMO in eV: 7.89
Highest occupied orbital energy in eV: -8.125

Element x y z (Å)
O1 2.240 -0.835 -0.867
C1 1.151 -0.495 -0.696
C2 -0.105 -0.070 -0.425
C3 -0.509 -0.546 1.109
C4 -1.128 -1.185 -0.046
C5 -0.552 1.287 -0.868
O2 -1.716 1.584 -0.909
H1 1.876 1.312 1.461
H2 1.181 1.111 1.647
H3 0.321 -1.164 1.495
H4 -2.104 -0.814 -0.364
H5 -0.900 -2.194 -0.408
H6 0.245 2.009 -1.131

*iii*
A structure of composition C5H6O2. Source: the Open Molecules 2025 dataset; level of theory: the ωB97M-V functional and the def2-TZVPD basis.

Calculated values
Gap between HOMO and LUMO (alpha / beta) in eV: 5.88 / 5.48
Highest occupied orbital energy (alpha / beta) in eV: -6.471 / -6.137

Element x y z (Å)
O1 1.421 -0.132 1.738
C1 0.533 0.082 0.960
C2 -0.476 1.225 1.111
O2 -1.424 1.014 0.014
C3 -1.028 0.033 -0.710
C4 1.188 -0.804 -1.286
C5 0.159 -0.656 -0.305
H1 -0.014 2.202 0.956
H2 -1.043 1.204 2.042
H3 -1.634 -0.189 -1.585
H4 2.209 -0.831 -0.926
H5 0.962 -1.282 -2.236
H6 -0.662 -1.586 0.246

*iv*
An isolated molecule of C5H6O2. Source: the Open Molecules 2025 dataset; level of theory: the ωB97M-V functional and the def2-TZVPD basis.

Calculated values
Gap between HOMO and LUMO in eV: 10.70
Highest occupied orbital energy in eV: -9.931

Element x y z (Å)
C1 -2.480 1.007 0.091
C2 -1.492 0.339 -0.068
C3 -0.303 -0.501 -0.211
C4 0.362 -0.747 1.151
O1 0.593 0.161 1.918
C5 0.879 0.139 -1.005
O2 2.062 -0.047 -0.249
H1 -3.358 1.597 0.241
H2 -0.590 -1.458 -0.659
H3 0.694 -1.778 1.358
H4 0.703 1.201 -1.203
H5 1.034 -0.369 -1.958
H6 1.938 0.468 0.569

What should be chosen as the most stable of them? Choose *i*.